# C28H47Cl8F3O24

12 unconnected molecules or ions with the total composition C28H47Cl8F3O24 in a non-equilibrium geometry (wB97M-V/def2-TZVPD, the Open Molecules 2025 dataset).

Geometry as XYZ:
```
110
Properties=species:S:1:pos:R:3:lowdin_charge:R:1
C -1.45 -2.01 2.49 0.03
O -2.45 -1.36 3.33 0.10
C -3.61 -1.98 3.52 -0.46
O -3.89 -3.08 3.05 0.38
O -4.34 -1.26 4.39 0.08
C -5.55 -1.82 4.96 0.02
H -0.83 -1.30 1.94 0.11
H -1.94 -2.63 1.74 0.06
H -0.94 -2.77 3.07 0.10
H -5.31 -2.51 5.78 0.11
H -6.14 -2.45 4.29 0.10
H -6.25 -1.04 5.29 0.11
C -1.50 -6.45 -0.21 0.02
O -1.23 -5.16 -0.88 0.02
C -2.03 -4.15 -0.55 -0.60
O -2.88 -4.18 0.30 0.14
O -1.79 -3.12 -1.37 0.04
C -2.38 -1.85 -1.05 -0.02
H -2.54 -6.70 -0.40 0.10
H -1.25 -6.29 0.84 0.09
H -0.77 -7.14 -0.64 0.10
H -2.72 -1.29 -1.92 0.08
H -1.57 -1.25 -0.64 0.08
H -3.23 -1.94 -0.37 0.09
C 2.38 6.81 4.57 -0.01
O 2.87 5.50 4.24 -0.01
C 2.08 4.43 4.34 -0.56
O 0.94 4.35 4.80 0.11
O 2.73 3.37 3.82 -0.03
C 2.20 2.10 3.91 -0.08
H 2.36 6.95 5.66 0.10
H 1.33 6.86 4.27 0.09
H 2.95 7.56 4.03 0.10
H 1.76 1.80 4.86 0.10
H 2.97 1.34 3.78 0.09
H 1.36 1.99 3.22 0.09
C 2.53 -0.39 0.73 -0.09
O 1.37 0.34 1.06 -0.01
C 0.49 0.82 0.21 -0.58
O -0.53 1.43 0.54 0.09
O 0.73 0.45 -1.10 -0.05
C -0.20 0.70 -2.09 -0.08
H 2.24 -1.32 0.24 0.06
H 3.19 -0.56 1.58 0.06
H 3.12 0.28 0.10 0.02
H -0.17 0.09 -2.99 0.10
H -0.05 1.71 -2.49 0.10
H -1.22 0.71 -1.72 0.07
C 2.89 -3.47 3.16 -0.06
O 2.50 -4.76 2.80 -0.03
C 1.42 -5.05 2.07 -0.59
O 0.48 -4.35 2.10 0.15
O 1.59 -6.07 1.13 -0.04
C 2.93 -6.58 0.82 -0.05
H 3.77 -3.59 3.79 0.10
H 2.24 -2.83 3.75 0.10
H 3.15 -3.00 2.22 0.01
H 3.01 -7.47 1.44 0.10
H 3.81 -5.96 1.04 0.06
H 2.91 -6.80 -0.24 0.09
C -0.40 0.65 -7.45 -0.06
C -0.43 0.72 -5.94 -0.34
O -0.17 2.11 -5.67 0.13
C -0.57 2.87 -6.66 -0.49
O -0.46 4.09 -6.71 0.14
O -0.81 1.98 -7.74 0.04
F 0.60 -0.02 -5.64 0.07
H -1.03 -0.18 -7.79 0.14
H 0.60 0.46 -7.83 0.14
H -1.37 0.29 -5.58 0.16
C -3.67 3.43 -4.68 -0.01
C -4.92 3.19 -3.84 -0.37
O -4.64 1.93 -3.38 0.16
C -3.61 1.33 -3.98 -0.65
O -3.14 0.28 -3.78 0.18
O -3.18 2.12 -4.84 0.12
F -5.98 3.22 -4.57 0.16
H -2.93 4.03 -4.15 0.15
H -3.77 3.84 -5.68 0.16
H -5.04 3.87 -2.99 0.18
C -4.04 2.62 1.35 -0.06
C -4.14 1.27 0.58 -0.25
O -5.28 0.78 1.28 0.12
C -5.94 1.70 1.97 -0.53
O -7.02 1.46 2.59 0.10
O -5.29 2.82 1.91 0.12
F -3.07 0.45 0.71 0.07
H -3.59 3.41 0.76 0.15
H -3.33 2.52 2.17 0.15
H -4.38 1.43 -0.47 0.17
C 2.07 4.10 0.66 -1.02
Cl 2.58 3.33 -0.83 0.57
Cl 1.37 5.71 0.33 0.52
H 1.35 3.43 1.13 0.01
H 2.84 4.28 1.41 0.02
C 6.72 2.47 0.91 -0.98
Cl 6.49 3.91 1.93 0.53
Cl 5.33 1.32 0.91 0.52
H 6.99 2.73 -0.11 0.03
H 7.59 1.92 1.27 0.03
C 5.12 -3.53 -0.37 -0.89
Cl 5.44 -2.46 1.07 0.53
Cl 3.38 -3.71 -0.62 0.60
H 5.51 -2.98 -1.22 0.03
H 5.49 -4.54 -0.21 0.03
C 4.40 0.33 -3.25 -0.97
Cl 3.33 -1.03 -3.70 0.48
Cl 3.76 1.79 -4.05 0.50
H 4.36 0.51 -2.17 0.00
H 5.40 0.09 -3.61 0.03
```

Charge: +1
Multiplicity: 2
Orbital gap (alpha / beta) in Ha: 0.3782 / 0.1219
<S²>: 0.757

---

# C45H128N8O18

15 unconnected molecules or ions with the total composition C45H128N8O18 in a non-equilibrium geometry (wB97M-V/def2-TZVPD, the Open Molecules 2025 dataset).

Geometry as XYZ:
```
199
Properties=species:S:1:pos:R:3:lowdin_charge:R:1
C 0.30 -1.50 -4.25 -0.14
O 1.49 -2.27 -4.56 -0.14
H 0.19 -1.22 -3.20 0.05
H 0.27 -0.55 -4.78 0.07
H -0.56 -2.09 -4.56 0.06
H 2.21 -1.90 -4.04 -0.01
C 2.81 2.23 -0.33 -0.17
O 2.97 2.41 1.05 -0.13
H 2.72 1.18 -0.62 0.05
H 1.92 2.70 -0.73 0.07
H 3.65 2.63 -0.91 0.07
H 2.95 3.36 1.20 0.01
C -3.35 -4.92 2.31 -0.17
O -3.14 -4.65 0.91 -0.17
H -4.04 -5.75 2.43 0.07
H -2.41 -5.18 2.81 0.06
H -3.78 -4.04 2.79 0.05
H -4.02 -4.44 0.58 -0.01
C -3.56 4.96 1.39 -0.17
O -2.95 3.66 1.46 -0.17
H -2.99 5.54 0.66 0.06
H -4.62 4.90 1.13 0.07
H -3.43 5.47 2.34 0.06
H -2.83 3.33 0.56 0.01
C 0.65 -3.16 4.09 -0.21
O 0.30 -1.86 4.34 -0.12
H -0.02 -3.55 3.31 0.07
H 1.70 -3.30 3.84 0.07
H 0.50 -3.80 4.96 0.08
H 0.54 -1.39 3.53 0.01
C -5.77 -3.17 -1.23 -0.28
O -5.53 -3.79 0.03 -0.23
H -6.76 -3.32 -1.66 0.05
H -5.61 -2.09 -1.20 0.03
H -4.91 -3.50 -1.82 0.06
H -5.91 -3.19 0.67 0.04
C -3.32 -0.92 3.46 -0.19
O -4.49 -0.27 3.95 -0.17
H -3.30 -1.99 3.62 0.06
H -3.36 -0.79 2.38 0.06
H -2.48 -0.51 4.03 0.07
H -4.45 0.67 3.78 0.06
C -4.55 -7.36 -8.27 -0.14
O -4.25 -6.00 -8.08 -0.20
C -5.29 -5.30 -7.38 -0.20
C -5.59 -5.80 -5.99 -0.24
N -4.76 -5.24 -4.93 -0.08
C -3.34 -5.55 -5.12 -0.18
C -2.57 -5.10 -3.86 -0.26
O -1.29 -5.55 -4.04 -0.17
C -0.45 -5.26 -2.94 -0.10
H -5.36 -7.50 -8.99 0.09
H -4.72 -7.93 -7.36 0.07
H -3.66 -7.81 -8.69 0.09
H -6.14 -5.46 -8.05 0.11
H -5.11 -4.22 -7.35 0.12
H -5.70 -6.89 -5.95 0.10
H -6.59 -5.43 -5.77 0.11
H -5.08 -5.68 -4.08 0.10
H -2.93 -5.05 -6.00 0.12
H -3.26 -6.63 -5.19 0.12
H -3.09 -5.62 -3.06 0.12
H -2.69 -4.05 -3.59 0.11
H 0.58 -5.37 -3.27 0.09
H -0.65 -5.93 -2.11 0.09
H -0.63 -4.23 -2.62 0.06
C 3.74 6.53 -1.70 -0.13
O 3.44 6.69 -0.34 -0.20
C 4.46 6.00 0.39 -0.20
C 4.02 5.88 1.90 -0.15
N 2.86 4.97 2.18 -0.07
C 1.65 5.42 1.53 -0.20
C 0.49 4.70 2.26 -0.17
O 0.42 5.24 3.59 -0.22
C -0.70 4.75 4.34 -0.08
H 3.03 7.05 -2.34 0.08
H 3.70 5.53 -2.12 0.09
H 4.68 7.08 -1.86 0.09
H 5.40 6.55 0.29 0.12
H 4.59 4.94 0.14 0.11
H 3.80 6.87 2.28 0.11
H 4.91 5.54 2.43 0.11
H 2.63 5.03 3.16 0.11
H 1.73 5.31 0.45 0.12
H 1.48 6.46 1.78 0.12
H 0.70 3.65 2.49 0.11
H -0.42 4.98 1.73 0.12
H -0.73 3.66 4.37 0.07
H -1.60 5.14 3.85 0.07
H -0.69 5.11 5.36 0.08
C 7.01 3.47 9.76 -0.13
O 5.91 2.83 9.19 -0.18
C 4.66 3.40 9.52 -0.23
C 3.58 2.85 8.59 -0.21
N 2.28 3.49 8.78 -0.07
C 1.14 2.70 8.20 -0.18
C 1.01 2.60 6.64 -0.21
O 1.85 1.54 6.19 -0.19
C 1.64 1.31 4.80 -0.10
H 7.04 4.55 9.61 0.08
H 7.96 3.08 9.38 0.09
H 6.98 3.37 10.85 0.08
H 4.73 4.48 9.39 0.11
H 4.39 3.20 10.56 0.12
H 3.49 1.78 8.75 0.13
H 3.82 3.05 7.55 0.12
H 2.30 4.35 8.25 0.09
H 0.27 3.25 8.56 0.10
H 1.09 1.75 8.73 0.12
H 1.34 3.56 6.24 0.11
H -0.02 2.36 6.38 0.11
H 2.25 0.43 4.58 0.09
H 1.97 2.15 4.19 0.07
H 0.60 1.21 4.49 0.07
C -3.27 -1.17 -4.84 -0.05
C -4.70 -1.19 -4.29 -0.38
C -5.41 0.20 -4.21 -0.19
O -4.65 1.14 -3.46 -0.25
C -5.34 2.39 -3.35 -0.13
N -5.53 -2.17 -5.08 0.05
H -2.86 -2.18 -4.89 0.05
H -2.63 -0.52 -4.23 0.05
H -3.23 -0.73 -5.83 0.08
H -4.67 -1.57 -3.27 0.09
H -6.39 0.05 -3.75 0.11
H -5.51 0.57 -5.23 0.12
H -4.76 3.07 -2.73 0.06
H -6.23 2.24 -2.75 0.08
H -5.60 2.82 -4.32 0.09
H -5.18 -3.09 -5.33 0.02
H -6.44 -2.25 -4.64 0.05
C 1.63 -4.42 0.64 -0.06
C 2.96 -4.11 0.00 -0.40
C 3.87 -3.21 0.95 -0.17
O 3.34 -1.93 1.10 -0.24
C 4.19 -1.06 1.84 -0.10
N 3.64 -5.37 -0.29 0.03
H 0.88 -4.90 0.00 0.08
H 1.23 -3.45 0.92 0.06
H 1.79 -5.07 1.51 0.08
H 2.72 -3.60 -0.93 0.13
H 4.83 -3.11 0.45 0.10
H 3.98 -3.60 1.96 0.13
H 5.24 -1.10 1.56 0.07
H 4.19 -1.31 2.90 0.10
H 3.97 0.00 1.77 0.08
H 3.62 -5.97 0.52 0.06
H 3.06 -5.93 -0.91 0.07
C -1.52 2.03 -3.29 -0.04
C -1.65 2.59 -1.89 -0.42
C -1.98 4.11 -1.82 -0.19
O -0.95 4.83 -2.47 -0.15
C -1.36 6.12 -2.77 -0.15
N -2.69 1.88 -1.20 0.09
H -2.51 2.16 -3.71 0.07
H -1.21 0.98 -3.33 0.06
H -0.77 2.62 -3.82 0.08
H -0.68 2.52 -1.42 0.12
H -1.94 4.28 -0.74 0.08
H -3.01 4.37 -2.06 0.12
H -1.47 6.80 -1.93 0.08
H -2.37 6.19 -3.18 0.08
H -0.74 6.65 -3.49 0.08
H -2.36 0.94 -1.07 0.05
H -3.42 1.79 -1.89 0.04
C 5.69 -1.18 -3.99 -0.05
C 5.01 -1.27 -2.64 -0.43
C 5.44 -0.15 -1.69 -0.19
O 6.84 -0.22 -1.42 -0.18
C 7.35 -1.08 -0.39 -0.09
N 3.60 -1.15 -2.93 0.05
H 5.52 -0.18 -4.38 0.08
H 5.29 -1.99 -4.59 0.09
H 6.77 -1.28 -4.01 0.08
H 5.27 -2.23 -2.20 0.14
H 4.96 -0.18 -0.71 0.10
H 5.19 0.83 -2.09 0.12
H 8.39 -1.31 -0.63 0.08
H 6.97 -2.09 -0.29 0.07
H 7.32 -0.56 0.57 0.08
H 3.50 -0.22 -3.30 0.09
H 3.03 -1.34 -2.12 0.08
C -0.92 0.75 1.68 -0.03
C -0.12 -0.51 1.21 -0.38
C 0.00 -0.57 -0.34 -0.14
O -1.30 -0.58 -0.97 -0.26
C -2.06 -1.75 -0.92 -0.07
N 1.14 -0.51 1.90 0.07
H -1.02 0.80 2.77 0.06
H -1.94 0.72 1.31 0.06
H -0.46 1.68 1.33 0.07
H -0.70 -1.39 1.50 0.12
H 0.41 -1.52 -0.67 0.10
H 0.68 0.20 -0.71 0.11
H -2.30 -1.95 0.13 0.08
H -1.46 -2.57 -1.31 0.07
H -2.95 -1.62 -1.53 0.08
H 1.90 -1.08 1.55 0.03
H 1.54 0.41 1.83 0.06
```

Charge: -1
Multiplicity: 2
Orbital gap (alpha / beta) in Ha: 0.0468 / 0.3075
<S²>: 0.750

---

# C9H14

2 unconnected molecules or ions with the total composition C9H14 in a non-equilibrium geometry (wB97M-V/def2-TZVPD, the Open Molecules 2025 dataset).

Geometry as XYZ:
```
23
Properties=species:S:1:pos:R:3:lowdin_charge:R:1
C 2.31 1.20 1.31 -0.06
C 0.98 1.14 0.60 -0.29
C -0.22 1.24 1.31 -0.07
C -1.41 1.41 0.60 -0.10
C -1.39 1.54 -0.78 -0.10
C -0.16 1.70 -1.41 -0.09
C 1.01 1.29 -0.80 -0.06
H 2.18 1.03 2.38 0.07
H 2.68 2.22 1.22 0.08
H 3.01 0.41 1.07 0.08
H -0.08 1.27 2.38 0.11
H -2.35 1.34 1.14 0.10
H -2.24 1.59 -1.40 0.09
H -0.09 2.02 -2.44 0.10
H 1.98 1.25 -1.26 0.11
C -0.56 -1.88 -0.34 -0.18
C -1.07 -3.27 -0.62 -0.17
H 0.54 -1.89 -0.29 0.07
H -0.62 -1.27 -1.23 0.05
H -0.83 -1.35 0.57 0.06
H -0.91 -3.94 0.23 0.06
H -2.15 -3.32 -0.76 0.06
H -0.62 -3.74 -1.49 0.06
```

Charge: 0
Multiplicity: 1
Orbital gap in Ha: 0.3645
Relative energy (zero: lowest compared OMol25 entry of this formula, charge and spin) in eV: 0.858
SMILES string: Cc1ccccc1.CC

---

# C16H14BrFSn

A molecular structure, C16H14BrFSn in a non-equilibrium geometry (wB97M-V/def2-TZVPD, the Open Molecules 2025 dataset).

Geometry as XYZ:
```
33
Properties=species:S:1:pos:R:3:lowdin_charge:R:1
C -1.34 -1.55 -2.66 -0.16
C -1.40 -2.55 -1.66 -0.24
C -2.23 -2.05 -0.59 -0.45
H -0.95 -3.54 -1.76 0.08
C -2.61 -0.71 -0.95 -0.25
C -2.09 -0.41 -2.21 -0.17
H -2.27 0.48 -2.82 0.07
H -0.89 -1.63 -3.66 0.08
H -2.68 -2.65 0.21 0.06
H -3.26 -0.05 -0.37 0.08
Sn -0.44 -1.62 0.88 0.79
Br 1.13 -3.53 1.11 -0.19
C 2.61 0.76 -0.73 -0.21
C 1.85 1.62 -1.64 -0.22
C 1.74 0.90 -2.85 -0.26
H 1.39 2.53 -1.35 0.03
C 2.46 -0.30 -2.80 -0.24
C 2.97 -0.43 -1.46 -0.22
H 3.43 -1.29 -1.00 0.04
H 2.76 0.95 0.33 0.04
H 1.20 1.27 -3.73 0.05
H 2.48 -1.10 -3.51 0.04
F -0.87 2.82 4.95 -0.02
C -0.55 2.04 3.86 -0.30
C 0.43 1.08 4.04 -0.04
C 0.68 0.19 2.96 -0.16
C -0.13 0.33 1.83 -0.41
C -1.02 1.35 1.62 -0.14
C -1.27 2.22 2.69 -0.04
H 0.99 0.98 4.95 0.09
H 1.44 -0.59 3.04 0.08
H -1.54 1.49 0.67 0.09
H -2.02 3.01 2.61 0.10
```

Charge: -2
Multiplicity: 1
Orbital gap (alpha / beta) in Ha: 0.1669 / 0.1670
Relative energy (zero: lowest compared OMol25 entry of this formula, charge and spin) in eV: 1.395

---

# C7H12

A single C7H12 molecule in a non-equilibrium geometry (wB97M-V/def2-TZVPD, the Open Molecules 2025 dataset).

Geometry as XYZ:
```
19
Properties=species:S:1:pos:R:3:lowdin_charge:R:1
C 1.18 -2.32 0.79 -0.01
C 0.57 -1.21 1.19 -0.16
C 0.07 -0.20 0.25 -0.29
C 0.95 0.40 -0.59 -0.12
C 1.01 1.78 -1.05 -0.11
C -1.41 0.08 0.40 -0.22
C -2.02 0.99 -0.67 -0.12
H 1.32 -3.32 1.22 0.05
H 1.62 -2.36 -0.24 0.06
H 0.32 -1.16 2.26 0.11
H 1.73 -0.27 -0.97 0.10
H 1.48 1.95 -2.02 0.08
H 0.07 2.33 -0.92 0.06
H 1.65 2.35 -0.37 0.08
H -1.73 0.45 1.45 0.14
H -1.81 -0.96 0.28 0.12
H -1.45 0.86 -1.61 0.09
H -3.08 0.81 -0.85 0.07
H -2.06 1.99 -0.26 0.06
```

Charge: 0
Multiplicity: 1
Orbital gap in Ha: 0.3313
Relative energy (zero: lowest compared OMol25 entry of this formula, charge and spin) in eV: 2.405
SMILES string: C=C/C(=C/C)CC

---

# C4H13NO2

3 unconnected molecules or ions with the total composition C4H13NO2 in a non-equilibrium geometry (wB97M-V/def2-TZVPD, the Open Molecules 2025 dataset).

Geometry as XYZ:
```
20
Properties=species:S:1:pos:R:3:lowdin_charge:R:1
C -1.45 -1.28 -0.49 -0.10
N -0.40 -1.47 0.52 -0.07
C 0.17 -0.24 1.06 -0.22
C -0.68 0.97 1.04 0.08
C -0.02 2.24 0.69 -0.22
O 0.15 2.35 -0.75 -0.05
H -1.76 -2.27 -0.81 0.09
H -1.25 -0.65 -1.36 0.08
H -2.29 -0.86 0.07 0.07
H 0.41 -2.01 0.16 0.04
H 1.08 -0.07 0.46 0.14
H 0.47 -0.43 2.10 0.17
H -1.45 1.07 1.80 0.13
H 1.11 -0.12 -2.60 0.01
H -0.49 3.16 1.04 0.12
H 1.00 2.15 1.10 0.14
H 1.52 -0.72 -2.71 0.03
H 2.50 -2.18 -1.03 -0.07
H -0.07 1.48 -1.11 0.05
O 1.52 -2.26 -1.05 -0.42
```

Charge: 0
Multiplicity: 1
Orbital gap in Ha: 0.1508
Relative energy (zero: lowest compared OMol25 entry of this formula, charge and spin) in eV: 8.240

---

# C2H3F3O3S

A single C2H3F3O3S molecule in a non-equilibrium geometry (wB97M-V/def2-TZVPD, the Open Molecules 2025 dataset).

Geometry as XYZ:
```
12
Properties=species:S:1:pos:R:3:lowdin_charge:R:1
C 0.27 -0.15 -0.07 -0.13
S -0.19 -1.60 -0.87 0.63
O -0.62 -2.71 -0.12 -0.22
O 0.80 -1.77 -1.91 -0.26
O -1.65 -1.23 -1.58 -0.07
C -2.07 -0.02 -2.02 -0.74
F -2.68 0.70 -1.11 0.18
F -3.00 -0.15 -2.96 0.19
F -1.04 0.73 -2.52 0.13
H -0.61 0.33 0.41 0.09
H 1.01 -0.67 0.48 0.06
H 0.79 0.69 -0.66 0.13
```

Charge: 0
Multiplicity: 1
Orbital gap in Ha: 0.4569
Relative energy (zero: lowest compared OMol25 entry of this formula, charge and spin) in eV: 0.613
SMILES string: CS(=O)(=O)OC(F)(F)F

---

# C27H46As3N3Nd

A molecular structure, C27H46As3N3Nd in a non-equilibrium geometry (wB97M-V/def2-TZVPD, the Open Molecules 2025 dataset).

Geometry as XYZ:
```
80
Properties=species:S:1:pos:R:3:lowdin_charge:R:1
Nd 12.89 8.37 9.60 1.52
C 15.14 6.48 6.85 -0.29
As 15.44 7.86 8.14 1.03
C 16.64 8.98 7.02 -0.20
C 16.77 7.16 9.39 -0.32
C 17.19 8.03 10.69 -0.65
C 18.69 7.83 10.73 -0.08
C 16.58 7.46 11.99 -0.31
As 14.56 7.27 12.07 1.08
C 13.94 8.48 13.51 -0.29
C 14.21 5.48 12.85 -0.26
C 16.80 9.53 10.59 -0.41
As 17.68 10.78 11.85 1.18
C 17.07 12.23 10.82 -0.35
C 16.33 11.07 13.26 -0.33
H 14.74 7.06 6.07 0.00
H 14.28 5.82 7.02 0.03
H 16.09 5.98 6.58 0.08
H 17.59 8.74 7.39 0.01
H 16.36 10.02 7.22 0.04
H 16.45 8.71 6.01 0.03
H 17.62 7.01 8.77 0.06
H 16.41 6.23 9.80 0.07
H 18.88 6.81 10.53 0.09
H 19.10 8.15 11.70 0.08
H 19.22 8.46 10.04 0.09
H 16.92 8.07 12.82 0.06
H 17.09 6.48 12.25 0.12
H 14.44 8.50 14.48 0.06
H 12.93 8.20 13.69 0.01
H 14.00 9.45 13.13 -0.04
H 14.85 5.27 13.74 0.07
H 14.27 4.75 12.05 0.02
H 13.22 5.63 13.17 -0.01
H 15.74 9.62 10.65 0.00
H 17.06 9.95 9.62 0.05
H 17.16 12.10 9.74 0.04
H 17.51 13.13 11.13 0.02
H 16.06 12.32 11.06 -0.02
H 16.34 10.32 14.08 0.03
H 15.33 11.20 12.86 0.00
H 16.70 12.05 13.66 0.04
C 9.75 11.61 12.09 0.01
N 9.27 12.30 10.88 -0.17
C 7.81 12.42 10.87 -0.01
C 9.68 11.50 9.58 -0.07
C 11.14 11.64 9.26 -0.30
C 11.50 12.94 9.01 -0.01
C 12.87 13.29 8.82 -0.02
C 13.85 12.40 9.08 -0.07
C 13.49 11.08 9.37 -0.20
C 12.11 10.64 9.41 -0.28
H 9.46 12.14 12.94 0.10
H 10.83 11.60 12.15 0.10
H 9.41 10.56 12.07 0.12
H 9.75 13.20 10.79 0.18
H 7.24 11.50 11.04 0.12
H 7.47 12.94 10.00 0.10
H 7.57 13.06 11.78 0.14
H 9.03 11.92 8.76 0.15
H 9.35 10.47 9.71 0.13
H 10.76 13.71 8.86 0.13
H 13.09 14.30 8.53 0.13
H 14.88 12.74 9.07 0.11
H 14.32 10.34 9.32 -0.01
N 10.23 5.21 7.35 0.16
C 10.89 5.62 8.44 -0.17
N 11.46 6.78 8.27 -0.10
C 11.10 7.24 6.98 -0.22
C 11.13 8.54 6.34 -0.06
C 10.50 8.71 5.18 -0.07
C 9.90 7.58 4.53 -0.04
C 9.74 6.34 5.12 0.04
C 10.38 6.22 6.40 -0.18
H 9.86 4.25 7.17 0.21
H 10.98 5.04 9.37 0.15
H 11.76 9.36 6.69 0.09
H 10.54 9.71 4.69 0.14
H 9.55 7.77 3.51 0.13
H 9.19 5.57 4.58 0.13
```

Charge: +3
Multiplicity: 4
Orbital gap (alpha / beta) in Ha: 0.2380 / 0.2473
<S²>: 3.755

---

What is the charge in the fourth record? -2

---

Which formula does entry 5 have? C7H12

---

Which formula does entry 8 have? C27H46As3N3Nd

---

The highest charge belongs to which entry? C27H46As3N3Nd